Entry 1:
Formula: C30H83N5O14
Source: OMol25
Level of theory: wB97M-V/def2-TZVPD

Structure (ORCA input):
```
! RIJCOSX wB97M-V def2-TZVPD def2/J DEFGRID3
* xyz 0 1
H 6.701 -11.330 -5.696
H 9.856 -10.096 -4.179
H 10.695 -15.517 -7.755
H 4.015 -11.827 -15.917
H 9.507 -22.970 -4.474
H 3.958 -13.438 -10.053
H 5.690 -10.848 -14.447
H 11.477 -19.924 -6.477
H 10.855 -21.501 -3.045
H 7.034 -11.272 -15.413
H -1.791 -17.557 -11.169
C 7.311 -19.538 -8.230
H 3.674 -11.732 -6.237
C 6.350 -11.696 -14.670
H 6.727 -20.858 -4.529
O 7.268 -19.836 -6.835
C 1.563 -16.673 -7.976
C 7.126 -12.146 -13.454
N 8.786 -21.010 -4.584
H 9.506 -14.375 -9.685
O 3.277 -14.042 -10.361
H 7.488 -13.144 -6.866
C 10.690 -18.297 -9.646
C 4.129 -12.157 -5.334
H 6.732 -17.236 -11.742
H 7.591 -12.860 -10.971
H -2.216 -18.162 -8.186
H 4.651 -17.865 -5.884
C 6.832 -9.623 -4.661
H -2.481 -19.400 -12.577
H 7.288 -14.275 -11.858
O 7.068 -17.198 -10.839
H 4.295 -13.432 -7.592
O 5.101 -17.661 -6.711
H 4.926 -14.944 -6.840
C 8.095 -13.809 -6.250
O 11.705 -20.474 -4.489
H 5.870 -16.533 -9.453
H 8.333 -19.748 -8.539
C 7.279 -21.223 -6.585
C -3.218 -18.820 -12.009
H 8.603 -8.381 -4.910
N 10.651 -15.922 -8.683
C 4.809 -12.453 -16.347
O 5.058 -16.074 -9.188
C 12.188 -20.418 -5.809
H -2.846 -19.695 -9.541
H 11.789 -22.538 -4.094
H 9.615 -17.569 -7.941
H 10.088 -22.127 -5.937
C 9.414 -15.389 -9.282
H 6.161 -8.779 -4.468
H 4.847 -16.428 -8.310
C 7.986 -9.078 -5.495
H 6.528 -19.953 -8.871
C 9.556 -19.424 -11.348
H 11.330 -17.605 -7.690
H 3.327 -12.478 -4.660
H 3.717 -14.902 -10.383
C 6.769 -13.372 -11.494
C 5.459 -11.752 -17.541
H 7.310 -22.507 -4.907
H 6.550 -11.885 -17.534
H 7.585 -14.453 -5.536
H 1.117 -15.680 -8.067
C 4.385 -14.018 -6.674
C 11.098 -21.686 -4.091
H 9.760 -20.420 -10.945
H 5.132 -10.192 -19.581
H 6.428 -21.811 -6.942
H 4.259 -13.306 -16.752
O -3.720 -17.817 -12.878
H 5.220 -11.476 -3.695
H 7.632 -8.497 -6.344
H 7.803 -12.980 -13.653
H -0.940 -19.404 -8.096
O 8.835 -10.115 -5.968
H -5.645 -18.426 -13.042
C -2.597 -18.184 -10.783
C -4.768 -18.322 -13.689
C 8.324 -15.198 -8.224
H 5.926 -18.170 -6.677
H -4.540 -19.275 -14.175
H 13.130 -19.865 -5.827
O 9.460 -18.455 -10.324
C 4.932 -11.037 -4.671
H 11.082 -19.249 -9.269
H 5.315 -8.704 -18.707
H 5.156 -13.335 -14.606
C -1.382 -18.633 -8.722
O 0.637 -17.739 -7.942
H 5.059 -12.225 -18.446
H 2.194 -16.785 -8.871
H 2.263 -16.739 -7.146
N -2.029 -19.225 -9.924
H 3.358 -14.305 -6.405
O 6.171 -12.623 -12.498
N 5.745 -12.873 -15.294
H 4.243 -10.234 -4.400
H 8.592 -19.480 -11.852
H 7.142 -18.462 -8.322
H -4.976 -17.587 -14.464
H 7.932 -16.179 -7.925
C -0.279 -17.647 -9.037
C 9.455 -10.813 -4.896
H 6.720 -9.779 -18.733
H 0.325 -17.889 -9.922
H 7.489 -14.617 -8.628
H -4.001 -19.532 -11.713
H 7.160 -9.986 -3.681
H 9.027 -20.215 -5.177
O 4.944 -13.279 -5.608
C 10.576 -17.380 -8.442
H 7.661 -11.316 -12.980
N 6.053 -10.592 -5.447
O 8.951 -14.527 -7.146
H 10.240 -11.432 -5.321
H 8.163 -21.652 -7.079
H 10.324 -19.173 -12.083
H 6.068 -13.743 -10.749
H -0.672 -16.638 -9.205
H -3.391 -17.613 -10.286
H 7.525 -18.042 -10.701
H 12.462 -21.416 -6.170
C 7.470 -21.442 -5.077
H 11.435 -17.877 -10.332
C 5.629 -9.748 -18.716
H 9.141 -16.059 -10.094
H 8.732 -11.488 -4.432
C 9.827 -22.007 -4.881
H 8.804 -13.176 -5.712
O 5.188 -10.368 -17.521
*
```

Relative energy (zero: lowest compared OMol25 entry of this formula, charge and spin) (kcal/mol): 47.65
Orbital gap (Eh): 0.32915
Energy (eV): -68564.1982
SMILES: COCCNCCOC.COCCNCCOC.COCCNCCOC.COCCNCCOC.COCCNCCOC.O.O.O.O

Entry 2:
Formula: C30H35Cl2GeN4O4S2V
Source: OMol25
Level of theory: wB97M-V/def2-TZVPD

Structure (ORCA input):
```
! RIJCOSX wB97M-V def2-TZVPD def2/J DEFGRID3
* xyz 2 1
H 0.206 -2.653 1.661
O -0.634 0.384 -1.162
H -6.990 -1.595 -2.911
C 3.481 2.148 2.337
C -1.483 -3.556 3.558
H -2.344 3.006 4.588
N -2.160 -1.924 -1.643
H -5.340 -0.934 -1.217
C 0.331 3.484 0.839
H -0.885 2.105 2.797
H -3.036 -0.178 -0.821
C -2.168 -3.920 -0.338
C -1.830 -6.083 -1.325
Cl 4.397 0.699 2.279
H -1.546 -4.190 4.443
C -4.591 -1.146 -1.969
C 3.919 3.246 3.058
H -2.163 -0.515 1.258
C -2.183 -1.026 -2.741
C 1.196 -1.651 -1.736
S -0.642 -0.095 -2.611
H -3.046 0.920 3.374
H 1.414 5.428 2.372
H -3.352 1.921 5.536
N 1.512 -0.986 -0.575
N -6.251 -1.753 -3.570
O -0.156 2.553 0.176
H -1.288 1.022 6.676
C -3.962 -1.608 -4.285
C -1.778 -5.499 -2.581
H -1.234 -4.209 2.716
C -3.204 -0.900 -1.613
H -2.069 -5.741 0.780
H 1.202 -1.577 2.638
H 2.886 -1.253 1.043
H -0.019 1.021 3.886
V 0.664 0.628 -0.085
C 2.283 2.212 1.628
C 0.176 -1.919 2.470
Cl 3.715 5.756 3.991
H 0.497 -3.074 4.224
N 0.447 -1.238 -2.724
C 1.538 3.410 1.636
H -2.804 -2.192 2.492
C -2.186 0.923 4.049
H -1.540 2.742 6.959
H -3.602 -3.646 3.108
H 3.553 -3.571 0.007
H -1.963 -1.267 -4.907
O -0.495 0.947 -3.560
C -2.674 -1.313 -4.091
H -3.157 -2.350 4.216
H -2.313 -3.278 0.523
H -0.312 2.220 5.810
H -1.888 -3.685 -3.714
Ge -0.755 -0.284 1.832
C 2.484 -1.689 0.145
H -6.512 -1.941 -4.519
C -2.029 -5.289 -0.203
H -0.185 4.452 0.828
C 1.984 4.507 2.365
C -2.841 -2.898 3.327
C -0.896 1.107 3.241
C 3.165 4.419 3.083
H -1.713 -7.153 -1.218
H -2.168 -0.044 4.559
C 2.843 -2.863 -0.388
C -1.309 2.001 6.195
H -1.635 -6.117 -3.457
C -4.959 -1.532 -3.225
C -0.348 -2.556 3.766
H -4.309 -1.862 -5.280
C -2.363 2.034 5.089
O 1.800 1.192 0.906
C -2.122 -3.330 -1.605
S 1.990 -3.180 -1.867
H -0.667 -1.787 4.477
C -1.930 -4.127 -2.729
H 4.852 3.197 3.604
*
```

Orbital gap (Eh): 0.16427
Energy (eV): -174729.3919

Entry 3:
Formula: C22H21BBr21ClF8N2O3S
Source: OMol25
Level of theory: wB97M-V/def2-TZVPD

Structure (ORCA input):
```
! RIJCOSX wB97M-V def2-TZVPD def2/J DEFGRID3
* xyz 0 1
H 0.208 -1.649 3.338
Br 7.669 -2.754 -6.754
N -0.420 0.843 -2.593
H -0.739 -3.828 -1.265
H -2.381 -2.626 1.003
Br 8.619 0.082 -5.609
H -2.234 -4.404 1.232
Br 4.573 -1.505 -5.753
O 1.000 3.304 1.023
Br 5.661 1.505 4.225
Br -6.566 -1.255 -5.207
Br 3.240 3.386 3.308
Br 10.534 -1.576 -7.571
H -4.379 -3.456 1.220
Br -1.101 5.043 2.431
Br 2.748 1.091 5.493
Br -3.883 3.480 2.136
Br -3.404 5.445 4.621
H 2.300 -0.582 -6.124
H 9.369 5.313 5.744
H -7.868 0.594 1.222
C 0.140 0.987 -0.044
C -6.489 -1.773 0.242
C -5.081 -2.106 -0.392
C 0.285 0.157 1.158
C -0.243 0.327 -1.332
Br 2.671 0.168 -3.789
F -7.034 0.778 3.048
Br 9.507 3.159 4.523
H 0.018 -4.086 0.365
Br 1.703 -2.672 -4.927
Br -3.373 -1.003 -5.284
C 0.114 -2.259 2.391
O -3.208 -3.733 -0.552
Br 9.206 3.745 7.659
Cl 0.758 0.858 2.728
H -1.084 3.181 -1.253
H 4.256 3.062 5.547
H -5.172 -4.297 -0.153
H 1.201 -4.214 2.680
H 8.260 -0.661 -7.947
O -0.126 3.345 -1.146
F -7.277 -2.907 0.330
Br 4.704 3.394 -3.088
C -0.721 -3.465 -0.203
Br 2.598 2.736 -0.756
C -0.529 -1.168 -1.431
H -4.962 -0.673 -3.408
C 1.423 -3.176 2.319
C -3.009 5.088 2.762
C 0.010 -1.344 1.120
C 8.836 4.376 5.868
C -4.453 -3.460 0.096
C -6.423 -1.098 1.680
F -4.216 -1.017 -0.263
H 1.714 -3.250 1.229
C 4.011 2.362 4.755
Br -5.161 1.539 -4.512
Br 5.739 2.430 -0.213
N -0.889 -1.639 -2.661
H -0.814 -2.873 2.515
C -5.010 -0.388 -4.455
H 0.293 3.773 1.528
F -5.214 -1.307 2.328
Br 6.956 4.757 5.616
H 4.289 1.278 -1.862
F -5.304 -2.235 -1.777
C 8.707 -1.156 -7.092
S -0.898 -0.314 -3.670
C -6.867 0.420 1.701
C 4.328 2.311 -1.530
F -7.128 -0.889 -0.626
C -2.174 -3.593 0.447
C -0.379 -1.918 -0.150
C 2.748 -1.078 -5.269
H -3.411 5.915 2.186
F -5.918 1.273 1.175
H 2.282 -2.755 2.904
F -7.374 -1.765 2.463
B 0.375 2.591 -0.045
*
```

Orbital gap (Eh): 0.27515
Energy (eV): -1548939.7003

Entry 4:
Formula: C10H13Cl8F
Source: OMol25
Level of theory: wB97M-V/def2-TZVPD

Structure (ORCA input):
```
! RIJCOSX wB97M-V def2-TZVPD def2/J DEFGRID3
* xyz 0 1
H -1.999 1.450 -3.990
Cl 0.007 -0.799 3.626
C -0.195 -0.143 1.971
H 0.562 0.604 1.730
H -4.006 0.175 -4.671
C -3.790 -1.342 -3.189
Cl 3.219 -3.145 2.210
C -2.864 -1.925 -2.335
Cl 3.258 1.189 1.651
C 2.363 -3.137 0.672
H -3.061 -2.836 -1.789
F -0.803 -2.036 -1.273
H 1.326 -3.469 0.724
Cl -1.687 0.763 1.771
H -0.392 0.393 -2.514
H 0.418 3.113 3.080
H -0.185 -0.906 1.193
C 3.419 1.640 -0.058
C -2.192 0.483 -3.549
Cl -0.973 4.090 4.640
H 4.036 0.850 -0.485
C 0.333 3.107 4.167
H 2.419 1.661 -0.491
Cl 4.113 3.290 -0.046
H 0.264 2.049 4.419
C -1.337 -0.105 -2.674
C -1.670 -1.301 -2.046
Cl 1.995 3.563 4.666
C -3.375 -0.229 -3.893
H 3.035 -3.691 0.017
Cl 2.450 -1.482 -0.061
H -4.687 -1.874 -3.470
*
```

Orbital gap (Eh): 0.36421
Energy (eV): -113476.9476
SMILES: Fc1ccccc1.ClCCl.ClCCl.ClCCl.ClCCl

Entry 5:
Formula: C3H3N2O2
Source: OMol25
Level of theory: wB97M-V/def2-TZVPD

Structure (ORCA input):
```
! RIJCOSX wB97M-V def2-TZVPD def2/J DEFGRID3
* xyz -1 1
H -0.850 0.651 -0.810
H -0.966 -1.941 -0.073
N -0.243 -0.187 -1.014
C -1.110 -0.228 1.165
O -1.736 -0.743 2.114
N -0.794 -0.942 0.059
C 1.406 1.394 -0.244
C 1.183 0.182 -0.611
O 1.493 2.560 0.005
H 1.617 -0.746 -0.591
*
```

Relative energy (zero: lowest compared OMol25 entry of this formula, charge and spin) (kcal/mol): 108.19
Orbital gap (Eh): 0.20269
Energy (eV): -10231.3354